Record 1
Computed, not measured: a 10-piece molecular cluster, C24H67NO10 overall, with the ωB97M-V functional and the def2-TZVPD basis.

Element x y z (Å)
C 10.68159 -1.54188 14.09263
C 9.25407 -1.49467 14.60673
C 8.28169 -1.31305 13.36895
C 6.86867 -1.48432 13.70195
C 6.62642 -2.86548 14.30452
C 7.56249 -3.21316 15.56026
N 8.94345 -2.71506 15.35818
O 9.80784 -3.09139 16.49991
C 6.98937 -2.52696 16.90263
C 7.47680 -4.74383 15.70429
C 9.13496 -0.29129 15.50116
H 10.93156 -0.57864 13.64791
H 11.01460 -2.31964 13.40540
H 11.40978 -1.70381 14.88737
H 8.30634 -0.27779 13.02879
H 8.59272 -1.92499 12.52225
H 6.29559 -1.25757 12.80293
H 6.51781 -0.75369 14.43077
H 6.87163 -3.60266 13.53997
H 5.56112 -2.94832 14.51987
H 6.13818 -1.87486 16.70678
H 6.63536 -3.26072 17.62676
H 7.76021 -1.92824 17.38786
H 7.95074 -5.17313 14.82157
H 8.02297 -5.06276 16.59202
H 6.41437 -4.94928 15.83516
H 8.27616 -0.33059 16.17126
H 9.18389 0.69598 15.04179
H 10.02650 -0.30639 16.12807
H 10.14139 -3.90526 16.11527
C 5.86494 -8.73616 20.40332
C 6.40624 -7.77536 21.50185
O 7.76319 -7.95481 21.78237
H 6.56098 -8.67734 19.56656
H 4.82126 -8.50105 20.19463
H 5.91691 -9.75759 20.78024
H 5.71427 -7.99766 22.31415
H 6.25767 -6.72574 21.24821
H 8.00677 -7.17251 22.28264
C 12.75099 -9.06040 21.25450
C 11.33088 -8.64962 21.66787
O 10.48266 -9.10984 20.64438
H 12.99771 -8.54652 20.32544
H 12.67372 -10.12119 21.01607
H 13.46592 -8.73381 22.00968
H 11.12611 -7.59028 21.82279
H 10.99678 -9.16218 22.56995
H 9.56488 -9.07972 20.92434
C 8.46032 -9.74573 16.19817
C 8.15605 -10.51810 14.93682
O 9.32875 -11.19727 14.46616
H 9.31003 -9.09266 15.99925
H 8.65850 -10.39849 17.04831
H 7.60309 -9.13538 16.48229
H 7.65158 -9.93333 14.16762
H 7.39155 -11.19806 15.31271
H 9.66863 -11.81501 15.11768
C 9.59771 -5.54827 19.33507
C 10.82828 -6.11969 18.68377
O 10.51862 -7.36254 18.03076
H 9.81211 -4.57709 19.78113
H 9.17800 -6.22843 20.07624
H 8.80411 -5.34434 18.61625
H 11.61055 -6.32510 19.41449
H 11.21095 -5.38880 17.97141
H 10.33622 -7.98847 18.73542
C 13.04143 -11.61605 17.26975
C 11.63753 -11.08058 16.78472
O 10.77389 -12.20481 16.82357
H 13.07681 -12.03715 18.27448
H 13.74081 -10.78568 17.17248
H 13.38228 -12.37079 16.56102
H 11.77335 -10.57724 15.82749
H 11.35341 -10.31594 17.50771
H 10.62437 -12.53286 17.71331
C 10.75411 -5.78496 12.99569
C 10.52488 -6.77046 14.19198
O 10.57492 -6.06436 15.39350
H 10.05712 -4.94765 12.96075
H 10.73888 -6.29409 12.03202
H 11.77908 -5.43354 13.11415
H 11.20951 -7.60905 14.31911
H 9.54813 -7.23797 14.06760
H 10.62926 -6.73504 16.07820
C 12.97016 -5.34461 22.03330
O 11.63535 -4.92109 22.34424
H 13.19295 -4.94012 21.04595
H 13.73015 -4.93196 22.69680
H 13.03024 -6.42201 22.18722
H 11.45194 -4.02290 22.05927
C 8.02123 -4.87522 23.16938
O 8.89867 -5.94428 23.24268
H 8.22947 -4.29412 22.27102
H 7.01352 -5.26336 23.02115
H 8.10494 -4.23905 24.05050
H 9.77857 -5.64717 22.99959
C 15.03967 -6.24875 19.25703
O 15.87567 -5.30359 19.88933
H 14.21198 -5.62077 18.92738
H 15.53882 -6.64879 18.37446
H 14.63409 -7.03800 19.89001
H 16.51711 -5.79346 20.40913

Forces on atoms 1 to 2 (eV/Å):
C 1.204 0.028 0.106
C -0.300 -0.108 -0.711

Computed properties:
frontier orbital gap: 0.3029 hartree
M: 529.8 g mol⁻¹
energy above the lowest of the compared OMol25 structures with the same formula, charge and spin: 0.0 kcal per mole
E: -47934.8310 eV
SMILES: CC1(C)CCCC(C)(C)N1O.CCO.CCO.CCO.CCO.CCO.CCO.CO.CO.CO
charge: 0
E_HOMO: -7.84 eV

---

Record 2
Computed, not measured: one molecule with the formula C19H20N2O7S, with the ωB97M-V functional and the def2-TZVPD basis.

Element x y z (Å)
C -6.29966 -0.12473 -0.80243
N -5.05214 0.43316 -0.32754
S -4.06722 -0.69976 0.45190
O -4.08437 -1.89861 -0.33318
O -4.39408 -0.80068 1.84840
C -2.47067 0.08280 0.27669
C -1.98234 0.30420 -0.99674
C -0.73641 0.87795 -1.16726
C 0.02201 1.21660 -0.04707
C -0.48576 0.99669 1.23452
C -1.73453 0.42844 1.39464
H -2.14898 0.23412 2.37126
H 0.11146 1.25040 2.09765
N 1.31201 1.74115 -0.14020
C 2.05282 1.95782 -1.25724
O 1.65251 1.93304 -2.39459
C 3.53271 2.22215 -0.91886
H 4.08647 2.39925 -1.84106
H 3.63407 3.06825 -0.23042
O 4.08879 1.04580 -0.33539
C 4.01876 0.90155 0.97610
O 3.59590 1.73539 1.74025
C 4.47989 -0.49093 1.41908
O 4.62873 -1.35964 0.32964
C 3.41839 -1.71463 -0.23471
C 3.41400 -2.22749 -1.52424
C 2.22029 -2.56425 -2.13261
C 1.02156 -2.38971 -1.45904
C 1.01689 -1.89802 -0.16864
C 2.21270 -1.55955 0.45201
O 2.16141 -1.05872 1.73462
C 3.41062 -1.03587 2.38207
H 3.30092 -0.38770 3.25252
H 3.70158 -2.04645 2.69669
H 0.09793 -1.77115 0.38064
H 0.08563 -2.64192 -1.93148
H 2.22636 -2.95528 -3.13775
H 4.35934 -2.34272 -2.02914
H 5.45408 -0.41853 1.91229
H 1.76647 1.88201 0.75651
H -0.33977 1.05113 -2.15331
H -2.58511 0.01501 -1.84181
C -5.20049 1.62506 0.47377
H -5.76442 1.42968 1.39307
H -4.20685 1.98149 0.73954
H -5.71145 2.38842 -0.11190
H -7.02164 -0.27138 0.00905
H -6.07133 -1.08641 -1.25509
H -6.72710 0.54259 -1.55124

Forces on atoms 1 to 2 (eV/Å):
C -0.212 -0.375 -0.093
N 0.795 -0.693 0.314

Computed properties:
frontier orbital gap: 0.3375 hartree
M: 420.4 g mol⁻¹
energy above the lowest of the compared OMol25 structures with the same formula, charge and spin: 15.4 kcal per mole
E: -48175.2987 eV
SMILES: CN(C)S(=O)(=O)c1ccc(NC(=O)COC(=O)[C@H]2COc3ccccc3O2)cc1
charge: 0
E_HOMO: -8.67 eV

---

Record 3
Computed, not measured: a 13-piece molecular cluster, C4H34N2O14 overall, with the ωB97M-V functional and the def2-TZVPD basis.

Element x y z (Å)
C -1.37224 1.31588 -1.50110
O -2.29849 2.24538 -0.95647
C -0.65858 0.56138 -0.38159
C -0.00348 -0.69958 -0.94656
C 0.53083 -1.58621 0.16135
N 0.47274 -2.94408 0.01748
O 1.01107 -1.13441 1.19782
N 0.38638 1.53390 0.05246
H -0.65806 1.77944 -2.18270
H -1.97699 0.60842 -2.08658
H -1.20851 0.46524 0.54387
H 0.79021 -0.38495 -1.62097
H -0.77656 -1.28817 -1.44021
H 0.66813 -3.52055 0.81927
H -0.03432 -3.43983 -0.69599
H 1.06426 1.08868 0.64984
H -2.38275 3.07896 -1.42162
H 0.85422 1.95222 -0.74199
H -2.63012 -0.93469 2.00157
H -2.39508 -2.17235 2.70549
O -2.91956 -1.86710 1.94540
H -3.02970 -2.40765 -0.03052
H -2.20584 -3.44308 0.14163
O -2.27986 -2.76283 -0.55115
H -3.07564 1.33583 2.45878
H -2.54674 0.72783 3.73410
O -2.38203 0.76654 2.79087
H 1.77699 2.11378 -2.42089
H 1.38751 1.36203 -3.72018
O 1.10783 2.05473 -3.10910
H -0.33199 2.28776 2.79730
H 0.07316 0.98807 3.31118
O 0.27701 1.92069 3.47163
H 3.25127 2.95845 1.90514
H 1.82289 2.12916 2.23584
O 2.59406 2.30601 1.68708
H -0.72355 -3.17687 3.90452
H -0.73359 -1.71992 3.61500
O -1.05670 -2.34976 4.27783
H 1.61115 -2.41141 -3.77148
H 0.95626 -2.96380 -2.53553
O 0.93801 -3.03935 -3.49253
H 3.19030 0.90530 0.65158
H 2.99323 -0.56844 0.73810
O 3.44870 0.07404 0.20879
H 3.72592 -0.39553 -2.24703
H 2.41250 -0.26835 -2.80700
O 3.21044 0.27497 -2.71296
H -1.71882 2.77988 0.90673
H -1.68757 4.11523 1.53668
O -1.75508 3.18868 1.79392
H -0.05259 0.50187 -4.02911
H 0.29260 -0.71580 -5.00685
O 0.52956 -0.24523 -4.20493

Forces on atoms 1 to 2 (eV/Å):
C -1.349 -0.878 -0.384
O -0.254 0.272 1.015

Computed properties:
frontier orbital gap: 0.3355 hartree
M: 334.3 g mol⁻¹
energy above the lowest of the compared OMol25 structures with the same formula, charge and spin: 69.7 kcal per mole
E: -36345.4493 eV
charge: 0
E_HOMO: -9.02 eV

---

Record 4
Computed, not measured: C10H21Cl2MoNO3P as an isolated structure, with the ωB97M-V functional and the def2-TZVPD basis.

Element x y z (Å)
C 0.34697 -0.84583 -5.84754
C 0.66830 -0.66412 -4.40560
H 1.22009 -1.24147 -6.38495
H 0.05996 0.13604 -6.25794
H -0.51507 -1.52661 -5.93331
O 1.69558 -0.75083 -3.75492
Cl -0.88981 -0.23046 -3.47734
Mo -0.25846 -0.40045 -1.25932
P -0.90240 -2.02326 0.14919
C 0.06748 -3.18304 1.19610
C -2.48518 -2.19188 1.01680
H -1.62829 -2.43135 -2.19380
H -1.46504 -3.88977 -1.18405
H 0.00132 -3.14282 -1.84861
C -0.99799 -2.93226 -1.43796
H -3.25169 -1.61535 0.50138
H -2.77603 -3.24685 1.08890
H -0.45667 -4.15086 1.26830
H 0.14265 -2.74283 2.19931
H -2.34694 -1.78074 2.02041
H 1.07859 -3.34287 0.80057
C 1.25338 -0.42301 -0.04016
O 1.98822 -0.55939 0.86475
Cl -2.45904 0.49024 -0.88187
C 0.34817 4.98210 1.70448
N 0.59333 4.07036 0.59665
C 1.08599 4.58809 -0.66391
C 0.30110 2.74673 0.60615
C -0.22730 2.12781 1.85794
O 0.50910 2.14624 -0.47301
H 0.58864 5.98123 1.29131
H 0.99388 4.76193 2.57001
H -0.70338 4.94143 2.02197
H 2.05998 4.14206 -0.90387
H 0.37908 4.34592 -1.47095
H 1.16723 5.66558 -0.51205
H -1.03367 1.40872 1.63095
H 0.57959 1.61306 2.38749
H -0.60214 2.93086 2.50175

Forces on atoms 1 to 2 (eV/Å):
C -0.146 0.043 0.222
C 4.851 -0.980 0.312

Computed properties:
frontier orbital gap (alpha / beta): 0.1689 / 0.1498 hartree
M: 401.1 g mol⁻¹
energy above the lowest of the compared OMol25 structures with the same formula, charge and spin: 25.4 kcal per mole
E: -54500.2924 eV
charge: +3
E_HOMO (alpha / beta): -18.73 / -18.54 eV
2S+1: 3